# 1
# C32H29AsN3P2S7Ti

A molecular structure, C32H29AsN3P2S7Ti in a non-equilibrium geometry (the ωB97M-V functional and the def2-TZVPD basis, the OMol25 dataset).

- Net charge: -1
- HOMO energy: -5.504 eV
- Total energy: -216506.554 eV
- Largest force on an atom: 3.03 eV/A
- Kohn-Sham gap: 0.2478 Eh

The geometry in XYZ format:
```
75
Properties=species:S:1:pos:R:3:mulliken_charge:R:1
Ti -6.326 2.636 0.744 0.130
S -4.469 3.981 0.871 -0.274
As -5.722 4.546 -1.019 0.535
S -5.983 2.364 -1.546 -0.309
S -7.508 4.690 0.301 -0.310
S -4.862 5.963 -2.174 -0.391
S -5.250 1.266 2.494 -0.273
C -6.563 0.194 2.756 0.737
C -6.241 -0.952 3.632 -0.240
N -5.938 -1.887 4.275 -0.501
C -7.894 0.424 2.405 0.784
S -8.430 1.871 1.615 -0.328
C -8.838 -0.593 2.723 -0.066
N -9.654 -1.410 2.941 -0.497
C 5.960 -2.526 0.281 -0.747
S 4.641 -3.476 -0.514 -0.092
C 3.710 -2.137 -1.292 -0.875
C 2.549 -1.577 -0.369 -0.365
C 1.753 -0.580 -1.132 -1.049
N 0.662 0.123 -0.344 0.284
P 0.969 1.759 0.248 -0.233
C 2.563 2.380 -0.380 0.224
C 3.753 1.697 -0.206 0.027
C 4.931 2.138 -0.793 -0.653
C 5.011 3.306 -1.563 -0.762
C 3.859 4.075 -1.500 -0.300
C 2.671 3.712 -0.827 -0.627
C 1.391 1.484 1.940 0.760
C 1.135 0.333 2.624 -0.361
C 1.673 0.167 3.895 -0.628
C 2.355 1.170 4.525 -0.451
C 2.609 2.364 3.853 -0.482
C 2.053 2.578 2.577 -0.547
P -0.983 -0.381 -0.612 -0.083
C -1.134 -2.169 -0.152 0.373
C -1.769 -2.510 1.136 -0.892
C -1.612 -3.749 1.701 -0.378
C -0.980 -4.785 0.957 -0.611
C -0.306 -4.434 -0.154 -0.380
C -0.428 -3.159 -0.777 -0.099
C -1.182 -0.479 -2.415 0.484
C -2.081 -1.361 -3.027 -0.410
C -2.129 -1.509 -4.445 -0.546
C -1.292 -0.779 -5.243 -0.670
C -0.532 0.233 -4.639 -0.366
C -0.497 0.430 -3.266 -0.371
H 5.478 -1.901 1.052 0.225
H 6.535 -1.822 -0.429 0.220
H 6.551 -3.290 0.838 0.328
H 3.341 -2.524 -2.250 0.407
H 4.355 -1.306 -1.425 0.259
H 2.882 -1.225 0.633 0.201
H 1.880 -2.415 -0.070 0.254
H 1.242 -1.124 -1.953 0.468
H 2.392 0.249 -1.532 0.583
H 3.837 0.847 0.463 0.557
H 5.842 1.596 -0.649 0.434
H 5.923 3.656 -2.054 0.400
H 3.700 5.018 -2.039 0.292
H 1.814 4.389 -0.782 0.416
H 0.590 -0.408 2.063 0.439
H 1.649 -0.789 4.426 0.355
H 2.718 1.002 5.541 0.349
H 3.248 3.190 4.240 0.324
H 2.177 3.567 2.085 0.351
H -2.337 -1.673 1.589 0.511
H -1.988 -3.989 2.708 0.390
H -0.913 -5.749 1.418 0.364
H 0.364 -5.160 -0.632 0.333
H 0.129 -2.974 -1.720 0.439
H -2.858 -1.805 -2.381 0.392
H -2.911 -2.182 -4.778 0.375
H -1.196 -0.939 -6.292 0.423
H -0.001 0.955 -5.274 0.363
H -0.087 1.374 -2.901 0.374
```

---

# 2
# C32H29BF6N7O5S4SbTl

A molecular structure, C32H29BF6N7O5S4SbTl (the ωB97M-V functional and the def2-TZVPD basis, the OMol25 dataset).

- Net charge: -2
- 2S+1: 2
- Relative energy (zero: lowest compared OMol25 entry of this formula, charge and spin): 0.0 kcal/mol
- HOMO energy (alpha / beta): -3.264 / -3.862 eV
- Total energy: -125887.466 eV
- Largest force on an atom: 0.65 eV/A
- Kohn-Sham gap (alpha / beta): 0.2311 / 0.2111 Eh

The geometry in XYZ format:
```
86
Properties=species:S:1:pos:R:3:lowdin_spin:R:1
Tl -0.889 -0.743 2.140 0.233
N -5.115 -0.425 4.239 0.000
C -3.786 -0.215 4.005 0.008
S -2.701 -1.511 4.411 0.136
N -3.488 0.989 3.573 0.025
N -2.218 1.208 3.169 0.064
C -1.782 2.401 3.141 0.010
C -0.436 2.689 2.635 0.003
C -0.020 4.009 2.494 0.001
C 1.256 4.264 2.026 0.000
C 2.082 3.197 1.716 0.001
C 1.589 1.911 1.891 0.001
N 0.366 1.665 2.340 0.029
H -5.401 -1.381 4.363 0.001
H -5.741 0.184 3.736 0.000
H -2.409 3.235 3.453 0.003
H -0.704 4.811 2.737 0.000
H 1.600 5.284 1.904 0.000
H 3.087 3.347 1.348 0.000
H 2.198 1.039 1.682 0.000
S 1.803 -1.594 2.779 0.285
C 2.686 -2.701 1.749 0.029
C 3.649 -3.511 2.382 0.017
C 4.459 -4.385 1.687 0.001
C 4.350 -4.496 0.306 0.007
C 3.403 -3.728 -0.344 -0.001
C 2.580 -2.846 0.354 0.010
S 1.329 -2.024 -0.600 0.007
H 3.729 -3.439 3.459 0.003
H 5.179 -4.990 2.226 0.000
H 4.982 -5.175 -0.251 0.001
H 3.283 -3.806 -1.417 0.000
F -1.407 1.162 0.098 0.021
Sb -2.877 2.100 -0.693 0.001
F -2.924 0.838 -2.099 0.000
F -1.620 3.119 -1.690 0.000
F -4.308 3.049 -1.486 0.000
F -2.764 3.405 0.680 0.001
F -4.081 1.076 0.330 0.000
O -8.067 -7.977 -1.115 0.000
S -8.398 -6.563 -1.056 0.000
O -8.361 -5.985 0.272 0.000
O -9.543 -6.170 -1.861 0.000
C -6.995 -5.797 -1.940 0.000
N -6.816 -6.196 -3.204 0.000
C -5.786 -5.662 -3.840 0.000
C -4.924 -4.750 -3.255 0.000
C -5.194 -4.400 -1.941 0.000
N -6.234 -4.925 -1.294 0.000
C -4.335 -3.456 -1.167 -0.001
C -4.573 -3.258 0.188 0.002
C -3.728 -2.430 0.903 0.004
N -2.679 -1.808 0.360 0.088
C -2.474 -1.966 -0.944 0.005
C -3.271 -2.769 -1.740 0.002
H -5.635 -5.984 -4.867 0.000
H -4.087 -4.348 -3.805 0.000
H -5.407 -3.761 0.659 0.000
H -3.873 -2.272 1.964 -0.001
H -1.648 -1.414 -1.373 0.000
H -3.052 -2.837 -2.795 0.000
C 6.525 4.223 -2.433 0.000
C 5.608 4.391 -1.211 0.000
C 5.097 5.838 -1.174 0.000
C 6.434 4.157 0.058 0.000
C 4.451 3.395 -1.323 0.000
C 3.322 3.703 -2.086 0.000
C 2.258 2.818 -2.260 0.000
C 2.363 1.599 -1.636 0.000
O 1.494 0.538 -1.650 0.000
B 2.106 -0.429 -0.864 0.002
O 3.337 0.003 -0.378 0.000
C 3.477 1.274 -0.882 0.000
C 4.531 2.139 -0.710 0.000
H 7.346 4.946 -2.399 0.000
H 5.964 4.380 -3.355 0.000
H 6.948 3.218 -2.462 0.000
H 5.932 6.517 -0.988 0.000
H 4.357 5.971 -0.384 0.000
H 4.642 6.133 -2.119 0.000
H 7.186 4.943 0.158 0.000
H 6.960 3.203 0.032 0.000
H 5.799 4.175 0.947 0.000
H 3.250 4.668 -2.568 0.000
H 1.378 3.079 -2.828 0.000
H 5.377 1.834 -0.111 0.000
```

---

# 3
# C32H29BiClN3Sb

A molecular structure, C32H29BiClN3Sb (the ωB97M-V functional and the def2-TZVPD basis, the OMol25 dataset).

- Net charge: -1
- Relative energy (zero: lowest compared OMol25 entry of this formula, charge and spin): 10.8 kcal/mol
- HOMO energy: -2.441 eV
- Total energy: -63021.715 eV
- Largest force on an atom: 0.44 eV/A
- Kohn-Sham gap: 0.1822 Eh

The geometry in XYZ format:
```
67
Properties=species:S:1:pos:R:3:mulliken_charge:R:1
Bi 2.300 -0.721 -0.418 0.868
C 2.516 -0.224 3.736 -1.215
C 1.181 0.456 3.829 0.499
C 1.026 1.593 4.623 -0.324
C -0.222 2.173 4.738 -0.695
C -1.284 1.601 4.053 -0.603
C -1.041 0.486 3.253 0.205
N 0.164 -0.077 3.146 -0.144
Sb -2.821 -0.281 2.300 0.789
C -2.341 -2.162 1.363 0.028
C -3.458 -2.969 1.164 -0.698
C -3.281 -4.205 0.561 -0.482
C -2.007 -4.581 0.189 -0.540
C -0.935 -3.712 0.415 0.641
C 0.444 -4.114 -0.028 -1.091
N -1.107 -2.522 1.000 0.113
C -2.874 0.962 0.530 0.090
C -3.977 1.794 0.372 -0.856
C -4.065 2.569 -0.777 -0.405
C -3.066 2.469 -1.721 -0.778
C -1.990 1.605 -1.496 0.836
C -0.899 1.470 -2.520 -1.101
N -1.898 0.875 -0.381 0.215
H 3.321 0.506 3.651 0.329
H 2.689 -0.824 4.634 0.337
H 2.540 -0.889 2.875 0.134
H 1.884 2.007 5.139 0.411
H -0.368 3.053 5.353 0.383
H -2.285 2.009 4.130 0.347
H -4.441 -2.634 1.473 0.339
H -4.126 -4.863 0.389 0.393
H -1.824 -5.538 -0.282 0.388
H 0.704 -5.092 0.386 0.443
H 0.478 -4.174 -1.117 0.271
H 1.195 -3.375 0.251 -0.127
H -4.747 1.831 1.132 0.366
H -4.911 3.229 -0.934 0.380
H -3.110 3.037 -2.642 0.444
H -1.316 1.233 -3.501 0.526
H -0.347 2.409 -2.609 0.465
H -0.215 0.672 -2.238 -0.433
C 1.450 -1.407 -2.103 -1.408
C 0.910 -1.776 -3.315 0.907
C -0.494 -1.685 -3.600 -0.645
C -1.010 -2.058 -4.825 -0.571
C -0.205 -2.567 -5.844 -0.596
C 1.162 -2.699 -5.580 -0.217
C 1.714 -2.328 -4.372 -0.721
H -1.150 -1.324 -2.815 0.674
H -2.079 -1.963 -4.991 0.356
H -0.622 -2.855 -6.800 0.353
H 1.814 -3.106 -6.347 0.333
H 2.777 -2.438 -4.195 0.355
Cl 5.631 2.502 0.138 -0.290
C 4.021 2.882 0.717 0.658
C 3.932 3.696 1.839 -0.792
C 2.693 4.034 2.356 -0.336
C 1.551 3.530 1.741 -0.821
C 1.656 2.715 0.630 0.353
C 2.896 2.372 0.051 0.112
C 2.948 1.486 -1.120 -1.867
H 4.843 4.064 2.296 0.389
H 2.623 4.670 3.229 0.405
H 0.570 3.752 2.147 0.436
H 0.758 2.297 0.188 0.357
H 3.928 1.410 -1.577 0.541
H 2.193 1.715 -1.868 0.290
```